82
Properties=species:S:1:pos:R:3:forces:R:3:lowdin_charge:R:1 method="wB97M-V/def2-TZVPD" charge=-1 homo_lumo_gap_ev=7.2 fmax_ev_per_a=2.1
C -0.345 -3.537 -0.440 -0.405 0.035 -0.488 0.021
C 0.483 -3.427 -1.688 0.466 -0.515 0.201 -0.531
O 1.638 -3.788 -1.723 -0.401 0.291 -0.226 0.087
O -0.161 -2.859 -2.733 0.213 0.288 0.601 -0.003
C 0.641 -1.890 -3.424 0.419 0.518 -0.841 -0.184
C 0.806 -0.618 -2.615 -0.900 0.051 0.397 -0.150
C -0.557 0.119 -2.460 0.665 -0.376 0.160 -0.178
C -1.044 0.117 -1.008 -0.421 0.464 -0.759 -0.213
C -0.499 1.302 -0.223 -0.421 -0.562 0.383 -0.152
C -0.643 1.195 1.308 0.136 0.193 -1.148 -0.284
C -0.057 2.480 1.938 0.324 1.141 1.139 -0.692
O -0.434 2.791 3.099 -0.262 -0.709 -0.506 -0.066
O 0.743 3.140 1.238 -0.068 -0.458 -0.217 -0.076
N -0.120 -0.087 1.858 -0.644 -0.484 0.030 -0.219
C 0.867 0.004 2.941 0.561 -0.514 0.098 -0.280
C 2.326 0.286 2.502 -0.530 -0.089 -0.218 -0.677
C 2.557 0.288 1.002 1.113 0.245 0.174 -0.124
Cl 2.953 1.797 3.249 0.150 -0.041 -0.004 0.613
P -1.510 -0.874 2.550 -0.873 0.729 1.762 0.859
O -2.530 -1.127 1.285 0.877 -0.196 -0.536 -0.264
O -1.043 -2.403 2.971 0.322 0.113 -0.780 -0.270
H -1.379 -3.270 -0.620 -0.163 0.029 -0.082 0.086
H -0.290 -4.537 -0.028 0.219 -0.071 0.199 0.091
H 0.066 -2.787 0.232 0.122 -0.022 0.257 0.071
H 1.597 -2.302 -3.731 0.117 -0.310 0.170 0.112
H 0.093 -1.647 -4.328 -0.176 -0.156 -0.173 0.121
H 1.146 -0.885 -1.614 0.290 0.030 0.064 0.095
H 1.560 0.034 -3.043 0.183 -0.091 -0.244 0.116
H -0.461 1.137 -2.833 -0.064 0.196 0.034 0.107
H -1.279 -0.379 -3.104 -0.186 -0.065 -0.056 0.100
H -0.825 -0.842 -0.556 0.144 -0.109 0.167 0.064
H -2.130 0.199 -1.040 -0.170 -0.127 0.233 0.107
H -1.117 2.157 -0.488 0.151 0.304 -0.178 0.123
H 0.515 1.551 -0.509 0.249 -0.051 0.109 0.096
H -1.726 1.235 1.484 -0.063 0.028 0.296 0.104
H 0.571 0.652 3.763 -0.084 0.428 -0.162 0.092
H 0.920 -0.995 3.373 -0.118 -0.141 0.050 0.091
H 2.951 -0.489 2.923 0.068 -0.116 0.272 0.074
H 2.472 1.298 0.618 -0.501 0.055 -0.219 0.060
H 1.941 -0.428 0.476 -0.370 0.034 0.011 0.055
H 3.595 -0.005 0.835 0.125 -0.007 -0.077 0.071
H -2.890 -2.019 1.318 -0.231 -0.041 0.174 0.049
H -0.564 -2.872 2.271 0.054 -0.047 0.020 0.029
C -5.075 2.426 2.688 0.274 -0.136 -0.263 -0.015
C -5.631 1.135 3.236 0.170 0.543 -0.108 -0.333
C -5.319 0.882 4.691 -0.068 0.007 0.230 -0.093
O -5.320 -0.552 4.753 -0.024 0.045 -0.098 0.060
C -4.986 -1.005 3.519 0.297 0.288 -0.059 -0.587
O -4.690 -2.127 3.270 -0.093 -0.375 -0.063 0.140
O -5.012 0.000 2.615 -0.282 -0.191 0.169 0.063
H -5.526 3.284 3.188 -0.038 -0.029 0.026 0.089
H -3.992 2.467 2.818 0.007 -0.007 0.111 0.092
H -5.271 2.501 1.618 -0.096 0.029 0.021 0.087
H -6.708 1.074 3.048 -0.008 -0.076 0.061 0.154
H -6.065 1.296 5.366 -0.053 -0.200 0.048 0.134
H -4.329 1.240 4.981 0.026 0.043 -0.142 0.144
C 1.933 -6.825 -3.215 -0.343 -0.149 -0.223 -0.025
C 3.184 -7.178 -3.977 -0.377 0.177 0.324 -0.330
C 4.144 -6.031 -4.169 0.225 0.026 0.047 -0.088
O 4.810 -6.398 -5.388 -0.125 -0.011 0.033 0.061
C 3.953 -7.172 -6.100 -0.067 0.025 0.091 -0.568
O 4.114 -7.490 -7.231 0.041 -0.060 -0.181 0.161
O 2.887 -7.530 -5.342 0.266 0.020 -0.011 0.083
H 2.173 -6.527 -2.195 0.046 0.048 -0.020 0.088
H 1.401 -6.008 -3.703 0.107 0.095 0.041 0.088
H 1.252 -7.675 -3.183 0.078 -0.056 0.062 0.087
H 3.679 -8.036 -3.513 0.088 0.018 -0.063 0.157
H 4.860 -5.932 -3.356 0.131 -0.032 -0.124 0.140
H 3.640 -5.075 -4.321 -0.110 -0.052 0.050 0.139
C 1.324 5.876 0.829 -0.329 0.288 -0.334 -0.032
C 1.585 7.165 0.088 -0.013 -0.541 0.473 -0.323
C 1.848 8.358 0.970 0.181 0.173 -0.055 -0.100
O 1.399 9.452 0.150 -0.025 -0.051 0.066 0.050
C 0.449 8.961 -0.685 -0.025 -0.193 0.004 -0.578
O -0.258 9.637 -1.363 -0.069 0.140 -0.088 0.145
O 0.416 7.613 -0.638 0.180 0.278 -0.036 0.089
H 2.201 5.568 1.396 0.015 -0.042 -0.025 0.096
H 0.484 5.983 1.515 0.050 0.001 0.071 0.096
H 1.064 5.075 0.145 0.109 -0.092 0.048 0.070
H 2.391 7.025 -0.639 -0.020 0.138 -0.045 0.155
H 2.900 8.478 1.222 -0.003 0.160 -0.096 0.134
H 1.256 8.346 1.887 -0.043 -0.121 -0.028 0.138